Entry from the OMol25 dataset: C30H27IrN3O3 as an isolated structure (wB97M-V/def2-TZVPD).

HOMO-LUMO gap (alpha / beta) in eV: 5.2 / 5.2

Geometry as ORCA input:
```
! RIJCOSX wB97M-V def2-TZVPD def2/J DEFGRID3
* xyz 1 1
H 4.0242 2.1532 0.3686
H 3.4752 1.8752 2.0362
N -1.0642 -1.0011 -0.5735
C 1.1088 3.5326 -1.4541
C 0.4982 -2.8554 -0.7196
C -0.8231 -2.3495 -0.7136
H -2.8803 -2.8954 -0.8659
C 0.2707 0.8657 4.4757
C -0.3387 -5.1018 -0.9433
H -0.1428 -6.1566 -1.0322
C 0.7862 2.7814 1.2370
H -0.6776 -0.2319 2.0676
Ir 0.8098 0.2495 -0.0774
C -1.8732 -3.2764 -0.8494
C 0.3931 1.1114 3.1120
C 1.7533 3.7051 0.8568
H 0.7933 4.4569 3.2646
C -4.5273 2.7992 0.0115
H -5.1140 3.6940 0.1434
C 0.3023 1.8981 5.3938
C 0.6358 3.4457 3.6030
H -7.0012 -1.7322 -1.0781
C -1.6381 -4.6258 -0.9643
C -3.1682 2.8226 0.1983
H 2.3943 4.1377 1.6086
C -7.2377 0.3293 -0.5385
H -0.6059 2.2978 -1.8638
C -4.4342 0.4053 -0.5085
H 4.9590 1.0884 1.4425
C -6.4942 -0.8123 -0.8395
H 1.7236 -4.6124 -0.8113
C 0.4733 3.1990 4.9510
H 0.1406 -0.1534 4.8190
N 0.3109 -0.0185 2.2168
C 0.1071 2.6347 -1.1222
C -6.5925 1.5067 -0.2681
C -5.1213 -0.7720 -0.8240
H 3.2344 -0.3784 1.3212
C 1.9084 4.0848 -0.4655
H -8.3151 0.2821 -0.5346
H 1.2389 3.8243 -2.4844
H -4.5497 -1.6573 -1.0430
C -0.0746 2.2692 0.2288
O 3.1941 0.3274 0.6677
H 2.6367 4.8352 -0.7252
C -5.1869 1.5805 -0.2613
N -2.3232 -0.6752 -0.6038
H -2.4683 -5.3057 -1.0755
H 0.7182 -0.8429 2.6573
C -2.4313 1.6461 0.1145
O 1.5262 -1.9309 -0.6019
H 3.1816 -2.9948 0.0843
O -1.1771 1.5708 0.6842
C 3.9556 1.4199 1.1677
H -2.6530 3.7298 0.4807
C -2.9951 0.4285 -0.3516
H -7.1542 2.3978 -0.0381
H 3.4776 -1.4875 -0.8288
C 2.8630 -2.3833 -0.7662
H 0.4896 4.0168 5.6545
C 0.5970 2.4204 2.6549
H 2.9790 -2.9535 -1.6905
C 0.7218 -4.2159 -0.8218
H 0.1741 1.6884 6.4436
*
```

Mulliken population analysis, charges in e, atoms 1 to 5:
1. H 0.231
2. H 0.216
3. N -0.436
4. C -1.054
5. C 0.801